(1)
A 7-piece molecular cluster, C33H67NO9S2 overall in a non-equilibrium geometry. Source: OMol25; level of theory: ωB97M-V with the def2-TZVPD basis set.

Properties
HOMO energy   -0.3252 Ha
Gap between HOMO and LUMO   0.344 Eh

```
112
Properties=species:S:1:pos:R:3:lowdin_charge:R:1
N 0.86739 1.38170 1.11588 0.00
C 0.84074 0.67842 -0.17360 -0.25
C -0.34115 -0.37182 -0.28449 -0.11
C 0.21375 -1.83551 -0.12905 -0.33
C -0.89155 -2.92940 -0.13008 -0.10
C -1.85710 -2.93436 1.11347 -0.30
C -3.34588 -2.54676 0.77520 -0.18
C -3.75782 -1.10075 1.16322 -0.29
C -5.29829 -0.88310 0.89944 -0.50
S -5.53088 -0.94043 -0.94810 0.71
C -1.26697 -2.15093 2.34440 -0.15
S 0.54487 -2.51883 2.33663 0.74
O 0.77905 -3.98940 2.42919 -0.31
O 1.10932 -1.88940 3.55728 -0.32
O 1.17493 -1.92247 0.94823 -0.21
H 1.16666 0.76977 1.86597 0.05
H -0.03302 1.79670 1.32141 0.06
H 0.75191 1.39812 -1.00528 0.10
H 1.80743 0.15320 -0.27932 0.11
H -1.17782 -0.15057 0.40030 0.08
H -0.68686 -0.31872 -1.34300 0.12
H 0.80336 -1.99594 -1.05891 0.16
H -1.52432 -2.76485 -1.03008 0.13
H -0.43202 -3.92840 -0.26866 0.11
H -1.90792 -3.99320 1.45016 0.13
H -3.60118 -2.79485 -0.27722 0.09
H -3.98601 -3.22609 1.38661 0.12
H -3.24875 -0.30056 0.59677 0.09
H -3.63215 -0.93197 2.25761 0.11
H -5.53079 0.15962 1.19948 0.07
H -5.92900 -1.61803 1.42598 0.07
H -6.29853 0.13553 -1.29012 -0.14
H -1.34201 -1.05442 2.26724 0.09
H -1.68367 -2.57872 3.26941 0.12
C 4.52892 1.28164 -4.08472 -0.17
C 3.70770 2.45403 -4.58977 -0.17
C 2.42359 2.30478 -3.79228 -0.21
O 2.78408 1.70856 -2.53994 -0.16
C 4.13602 1.23146 -2.62081 -0.19
H 5.60090 1.40049 -4.23022 0.10
H 4.21392 0.36306 -4.58962 0.12
H 4.20295 3.39403 -4.32871 0.11
H 3.54259 2.44430 -5.66729 0.11
H 1.71782 1.63448 -4.29614 0.12
H 1.92651 3.25997 -3.61175 0.12
H 4.76553 1.89539 -2.01932 0.11
H 4.19433 0.22465 -2.20278 0.12
C 8.55680 4.10150 -2.17240 -0.17
C 9.30710 2.90788 -1.61188 -0.17
C 8.30029 1.78778 -1.80008 -0.19
O 7.52523 2.11982 -2.96111 -0.17
C 7.79568 3.47855 -3.32998 -0.20
H 9.20375 4.92192 -2.48226 0.12
H 7.85511 4.48339 -1.42471 0.11
H 10.19950 2.71389 -2.21479 0.12
H 9.61672 3.03145 -0.57467 0.09
H 7.61654 1.71972 -0.94618 0.11
H 8.77407 0.81513 -1.94338 0.12
H 8.40117 3.46646 -4.24299 0.12
H 6.85639 3.99348 -3.54298 0.11
C -10.47577 -1.62822 -1.93321 -0.17
C -10.44070 -0.21742 -2.49408 -0.17
C -9.53777 0.49077 -1.49987 -0.20
O -8.61516 -0.49374 -1.00525 -0.22
C -9.05946 -1.79487 -1.40899 -0.22
H -10.74783 -2.38650 -2.66743 0.11
H -11.18968 -1.68131 -1.10620 0.12
H -9.97690 -0.22314 -3.48505 0.11
H -11.42289 0.24680 -2.58115 0.11
H -10.10533 0.87511 -0.65104 0.10
H -8.98400 1.31773 -1.95073 0.12
H -8.38475 -2.15391 -2.19356 0.11
H -9.00101 -2.47994 -0.56172 0.12
C 2.39251 -8.49798 1.14937 -0.18
C 1.97175 -7.13588 1.67409 -0.18
C 1.05381 -6.64679 0.56992 -0.21
O 0.44460 -7.81153 -0.00724 -0.14
C 1.12230 -8.97937 0.46944 -0.21
H 2.74273 -9.17917 1.92511 0.11
H 3.19115 -8.38133 0.41085 0.11
H 1.40889 -7.25276 2.60413 0.12
H 2.80444 -6.46009 1.86404 0.12
H 1.61764 -6.13469 -0.21850 0.12
H 0.28022 -5.97264 0.93715 0.09
H 0.46066 -9.48824 1.17939 0.12
H 1.31986 -9.65414 -0.36557 0.11
C 9.87711 4.43398 3.74244 -0.18
C 8.47248 3.97643 3.39409 -0.17
C 8.40716 4.27069 1.90598 -0.20
O 9.74039 4.12477 1.39716 -0.17
C 10.65351 4.03614 2.49962 -0.20
H 10.27333 3.98376 4.65235 0.11
H 9.89488 5.52083 3.86320 0.12
H 8.37857 2.90080 3.56748 0.12
H 7.69133 4.48173 3.96140 0.11
H 8.08444 5.30025 1.71745 0.12
H 7.73689 3.59350 1.37260 0.11
H 11.00426 3.00052 2.56533 0.12
H 11.51274 4.68262 2.31473 0.12
C -8.14898 3.30913 2.22020 -0.17
C -9.41658 3.19613 3.04737 -0.17
C -10.49226 3.20844 1.97596 -0.20
O -9.91815 2.60934 0.80662 -0.16
C -8.50040 2.48497 0.99411 -0.21
H -7.25667 2.94872 2.73222 0.11
H -7.98188 4.35190 1.93561 0.12
H -9.42897 2.24052 3.57917 0.12
H -9.53717 3.99442 3.77950 0.11
H -10.78766 4.23177 1.72085 0.12
H -11.38440 2.65265 2.26938 0.12
H -8.27248 1.42447 1.14966 0.11
H -7.97973 2.82342 0.09641 0.12
```


(2)
A 9-piece molecular cluster, C33H67O25 overall in a non-equilibrium geometry. Source: OMol25; level of theory: ωB97M-V with the def2-TZVPD basis set.

Properties
HOMO energy   -0.1174 Ha
Gap between HOMO and LUMO   0.208 Eh
Relative energy (zero: lowest compared OMol25 entry of this formula, charge and spin)   0.00 kcal/mol
Net charge   -1

```
125
Properties=species:S:1:pos:R:3:lowdin_charge:R:1
C -20.95956 -15.74060 14.29771 -0.44
O -21.64149 -16.35378 13.28834 -0.37
H -21.35427 -14.75212 14.64204 0.03
H -20.95985 -16.36224 15.22051 0.04
H -19.89631 -15.47737 14.07775 0.02
C -14.08108 -12.09756 12.45562 -0.06
C -15.31311 -12.87266 11.96709 -0.23
O -15.72250 -13.79375 12.95630 0.04
C -16.63700 -13.35960 13.82761 -0.62
O -17.21803 -12.30463 13.79228 0.11
O -17.00921 -14.35606 14.60235 0.01
C -17.90398 -14.00881 15.65187 -0.04
H -14.37862 -11.57098 13.36299 0.08
H -13.65715 -11.33712 11.79902 0.07
H -13.29030 -12.83169 12.60747 0.08
H -15.06062 -13.46030 11.08388 0.12
H -16.12442 -12.22565 11.63185 0.12
H -17.76035 -14.63077 16.53231 0.09
H -18.93151 -14.15562 15.31574 0.07
H -17.79968 -12.96777 15.94858 0.09
C -22.92337 -17.86840 5.90617 -0.05
C -23.41163 -18.38949 7.25304 -0.22
O -22.31910 -18.83359 8.04209 0.03
C -21.96773 -18.15677 9.12871 -0.58
O -22.57292 -17.23031 9.61065 0.15
O -20.80286 -18.61700 9.56515 0.02
C -20.19103 -18.02478 10.69196 -0.04
H -23.73196 -17.62192 5.22349 0.08
H -22.18450 -18.57636 5.53197 0.08
H -22.39376 -16.93473 6.10729 0.04
H -24.15733 -19.18291 7.22725 0.12
H -23.92736 -17.58913 7.78967 0.12
H -20.29716 -16.95600 10.85474 0.06
H -19.10708 -18.19137 10.67175 0.10
H -20.51332 -18.59824 11.56385 0.09
C -20.31360 -19.85534 21.05058 -0.07
C -21.49855 -19.91257 20.09799 -0.24
O -21.24418 -19.17362 18.92635 0.04
C -21.48711 -19.74411 17.74452 -0.61
O -21.94998 -20.85967 17.61161 0.11
O -21.11374 -18.96929 16.76742 0.01
C -21.03140 -19.45432 15.42476 0.00
H -19.43169 -20.34055 20.63366 0.08
H -20.60293 -20.42905 21.93594 0.07
H -20.06879 -18.85419 21.40625 0.07
H -22.38806 -19.49171 20.57390 0.12
H -21.67095 -20.97644 19.93797 0.12
H -21.89537 -20.10303 15.26981 0.09
H -20.10116 -20.00583 15.32274 0.09
H -21.11063 -18.64096 14.70421 0.08
C -29.22450 -14.09930 11.05501 -0.07
C -27.86993 -14.82638 11.03346 -0.22
O -26.87981 -13.83249 11.22241 0.03
C -25.63370 -14.22838 11.47719 -0.59
O -25.21606 -15.33966 11.54333 0.18
O -24.87808 -13.10609 11.49488 0.00
C -23.55672 -13.24100 11.97899 -0.05
H -29.17707 -13.05186 10.75758 0.07
H -29.68362 -14.14500 12.04239 0.07
H -29.91629 -14.53600 10.33080 0.07
H -27.75169 -15.25379 10.03635 0.12
H -27.93571 -15.66029 11.72904 0.13
H -23.57689 -13.64083 12.99408 0.10
H -23.05934 -12.26822 12.02572 0.08
H -22.83646 -13.80595 11.39564 0.06
C -18.67981 -14.88272 11.14653 -0.03
C -19.99255 -14.27968 10.62788 -0.18
O -20.12115 -14.72791 9.26630 0.01
C -21.28046 -14.60463 8.61151 -0.60
O -22.34744 -14.36161 9.11997 0.13
O -21.01771 -14.71104 7.32333 0.01
C -22.04951 -14.49704 6.37228 -0.06
H -18.75503 -15.96392 11.18828 0.05
H -18.52676 -14.43296 12.12802 0.07
H -17.87778 -14.56989 10.47882 0.08
H -19.86259 -13.19391 10.60116 0.12
H -20.90859 -14.59647 11.12483 0.11
H -21.77123 -14.95211 5.42433 0.09
H -22.03930 -13.41157 6.23425 0.10
H -23.06233 -14.81876 6.60655 0.10
C -20.35595 -11.11985 13.54690 -0.05
C -20.80786 -11.44290 14.96440 -0.18
O -21.40678 -10.23517 15.46555 0.03
C -22.01506 -10.25486 16.62552 -0.63
O -21.93229 -11.09525 17.47241 0.14
O -22.73425 -9.11716 16.73231 -0.03
C -23.84225 -9.09623 17.63397 -0.04
H -21.13420 -10.61758 12.97167 0.07
H -20.15355 -12.08689 13.08443 0.07
H -19.50843 -10.43880 13.51040 0.07
H -20.02879 -11.74408 15.66944 0.12
H -21.55280 -12.24159 15.01996 0.12
H -24.31598 -10.07793 17.62055 0.10
H -24.49151 -8.30263 17.27784 0.09
H -23.44582 -8.87456 18.62715 0.09
C -23.98045 -16.76519 18.99275 -0.06
C -23.94435 -17.04760 17.51682 -0.20
O -24.42581 -18.39198 17.36107 0.02
C -24.53507 -18.91365 16.14784 -0.64
O -24.33599 -18.33392 15.12785 0.16
O -24.82611 -20.20528 16.28183 -0.01
C -24.95613 -20.92855 15.05945 -0.04
H -23.40047 -15.88211 19.25558 0.08
H -23.43403 -17.58373 19.47414 0.06
H -24.99832 -16.78972 19.37341 0.08
H -22.99487 -16.88765 17.00494 0.12
H -24.66940 -16.42149 16.98523 0.13
H -25.94476 -20.81433 14.60922 0.09
H -24.79368 -21.95633 15.36713 0.09
H -24.26319 -20.54262 14.31222 0.09
C -17.89558 -17.64440 15.25837 -0.05
C -18.26390 -17.96931 13.81211 -0.20
O -17.38915 -19.01376 13.35693 0.06
C -17.86142 -20.16011 12.92758 -0.61
O -17.16012 -21.01750 12.44527 0.11
O -19.17389 -20.32349 13.11520 -0.06
C -19.77067 -21.46572 12.51717 -0.03
H -17.76986 -18.51109 15.90742 0.08
H -18.49289 -16.90439 15.78464 0.06
H -16.91469 -17.18256 15.09892 0.07
H -18.04074 -17.06831 13.24296 0.11
H -19.31963 -18.19525 13.68644 0.09
H -20.81436 -21.54818 12.80621 0.09
H -19.25444 -22.39587 12.74425 0.09
H -19.72573 -21.30300 11.43851 0.10
```


(3)
A 8-piece molecular cluster, C33H68F3NO12P3 overall in a non-equilibrium geometry. Source: OMol25; level of theory: ωB97M-V with the def2-TZVPD basis set.

Properties
HOMO energy   -0.1763 Ha
Gap between HOMO and LUMO   0.256 Eh
Relative energy (zero: lowest compared OMol25 entry of this formula, charge and spin)   0.00 kcal/mol
Net charge   -1

```
120
Properties=species:S:1:pos:R:3:lowdin_charge:R:1
C 4.01089 0.63026 2.80507 -0.07
C 2.58614 0.29446 3.19603 -0.29
O 2.16096 -0.81470 2.45363 -0.22
C 0.74820 -0.98387 2.35250 -0.24
P 0.27720 -1.91706 0.75287 0.70
C -1.05284 -3.03981 1.60307 -0.22
C -0.49890 -4.38869 1.74572 -0.37
O -0.03563 -4.85689 2.76936 0.00
C -1.03435 -0.57196 0.32264 -0.16
O -2.05810 -0.50289 1.36362 -0.01
C -3.09864 0.26300 1.10926 -0.70
F -4.08629 0.01819 2.00620 0.14
F -2.80804 1.59769 1.21446 0.10
F -3.63228 0.09092 -0.12772 0.13
O 1.45717 -1.04044 -0.20311 -0.29
C 1.91545 -1.79950 -1.28905 -0.53
P 3.35854 -2.94891 -1.00206 0.92
C 2.73406 -4.50333 -0.23564 -0.31
C 4.22579 -2.18470 0.40251 -0.31
C 0.61221 -2.41627 -1.86577 -0.69
C -0.04444 -1.30577 -2.72028 -0.11
P 0.69850 -3.80771 -3.08145 0.77
N -0.71396 -4.16365 -3.69982 -0.31
O -0.14858 -2.78910 -0.76976 -0.30
H 4.04691 1.27800 1.93737 0.05
H 4.53171 1.13650 3.61810 0.07
H 4.55994 -0.27974 2.57642 0.07
H 1.93733 1.15057 2.98696 0.11
H 2.53435 0.09034 4.27312 0.10
H 0.27719 0.00194 2.36415 0.08
H 0.40982 -1.54537 3.22522 0.09
H 1.29152 -2.87433 1.07783 0.05
H -1.31206 -2.68193 2.59465 0.08
H -1.93392 -3.09048 0.96739 0.09
H -0.49540 -5.00609 0.82761 0.11
H -0.52717 0.38892 0.26092 0.10
H -1.50490 -0.80420 -0.62330 0.08
H 2.31225 -1.12951 -2.05496 0.10
H 2.95270 -4.54481 0.82815 0.04
H 3.18839 -5.35373 -0.73938 0.00
H 1.66009 -4.56414 -0.36541 -0.01
H 4.68714 -1.24634 0.10603 0.03
H 5.01742 -2.88239 0.67604 0.03
H 3.58219 -2.02719 1.26223 0.01
H 0.33155 -1.35920 -3.74041 0.06
H 0.19418 -0.32327 -2.32117 0.08
H -1.12139 -1.42654 -2.75785 0.07
H 1.25699 -4.91001 -2.43454 -0.01
H 1.61787 -3.38698 -4.05438 0.01
H -0.71830 -4.02186 -4.70219 -0.07
C -2.24265 2.55874 -5.71908 -0.02
C -2.26308 1.12116 -5.24768 -0.50
O -1.32660 0.62101 -4.67512 0.08
C -3.51860 0.33034 -5.53960 -0.02
H -1.29286 3.01538 -5.45199 0.08
H -2.37245 2.59553 -6.80261 0.08
H -3.05640 3.12689 -5.26877 0.08
H -3.69934 0.29622 -6.61578 0.08
H -4.37902 0.80895 -5.06702 0.08
H -3.40719 -0.68088 -5.15545 0.08
C 7.71490 2.55167 -0.77080 -0.03
C 6.22055 2.56692 -0.53504 -0.50
O 5.72938 2.07889 0.45178 0.08
C 5.37253 3.21832 -1.60279 -0.02
H 8.20880 2.05598 0.06100 0.08
H 7.94210 2.02134 -1.69714 0.08
H 8.09085 3.57228 -0.86333 0.08
H 5.51770 2.71077 -2.55798 0.08
H 5.66109 4.26396 -1.72638 0.08
H 4.32490 3.15957 -1.31992 0.08
C -4.28957 5.95330 -0.37525 -0.02
C -3.66745 5.26850 -1.56878 -0.50
O -3.51176 5.84662 -2.62138 0.05
C -3.26230 3.83500 -1.37135 -0.02
H -4.54394 6.97946 -0.63040 0.08
H -5.18984 5.41278 -0.07856 0.08
H -3.59210 5.94691 0.46461 0.08
H -4.13436 3.24308 -1.09921 0.06
H -2.51901 3.75142 -0.57618 0.08
H -2.83826 3.44569 -2.29120 0.08
C -6.75685 0.97253 -1.66145 -0.01
C -7.24660 2.38615 -1.47497 -0.49
O -6.48927 3.32790 -1.52828 0.07
C -8.72420 2.57287 -1.22636 -0.02
H -5.68128 0.97916 -1.81862 0.07
H -6.98271 0.36902 -0.78099 0.09
H -7.24771 0.51839 -2.52437 0.09
H -9.01988 2.03818 -0.32228 0.08
H -9.29711 2.16703 -2.06173 0.08
H -8.94674 3.63090 -1.11292 0.08
C 5.39666 -5.27107 -5.08071 -0.03
C 4.74660 -5.69318 -3.78174 -0.50
O 3.70476 -5.21728 -3.41165 0.01
C 5.47969 -6.73265 -2.96399 -0.02
H 4.77896 -4.52022 -5.56664 0.08
H 6.38676 -4.85507 -4.88542 0.08
H 5.51317 -6.13247 -5.74136 0.08
H 6.47256 -6.36633 -2.69639 0.08
H 5.59955 -7.65109 -3.54211 0.08
H 4.91736 -6.94401 -2.05805 0.08
C -2.73199 3.17590 5.67463 -0.03
C -1.65997 3.83613 4.84519 -0.50
O -0.63003 4.23400 5.34236 0.04
C -1.92750 3.93083 3.36614 -0.01
H -2.42686 3.15008 6.71816 0.08
H -3.67041 3.72714 5.58171 0.08
H -2.88870 2.15764 5.31709 0.07
H -2.84602 4.49310 3.18526 0.08
H -2.04638 2.92890 2.95505 0.07
H -1.09504 4.42307 2.86832 0.08
C -0.15460 -0.89734 7.16088 -0.02
C -0.42605 0.44983 6.53323 -0.49
O -1.29502 0.59609 5.70463 0.06
C 0.40729 1.62513 6.99172 -0.01
H -0.82729 -1.64072 6.73982 0.08
H 0.87710 -1.19635 6.97018 0.08
H -0.29836 -0.84022 8.24227 0.08
H 1.47056 1.44628 6.81992 0.08
H 0.25232 1.78759 8.06073 0.09
H 0.07440 2.48821 6.41993 0.05
```


gap between HOMO and LUMO of number 1 (C33H67NO9S2)?
0.344 Eh